(1)
Entry from OMol25: the molecule C3H6ClFO2 at a distorted geometry (wB97M-V/def2-TZVPD).

CARTESIAN COORDINATES (ANGSTROEM)
C (1.23491, -0.29165, -0.24638)
C (-0.04601, 0.23262, 0.39750)
C (-1.28049, -0.34428, -0.25123)
H (3.08802, -0.00567, -0.00104)
H (1.13286, -1.35210, -0.09835)
H (1.18902, -0.00036, -1.32855)
H (-1.23708, -1.48865, -0.09286)
H (-1.26812, -0.10446, -1.33675)
H (-2.50351, 1.01873, 0.24144)
O (2.32954, 0.28869, 0.39683)
O (-2.48698, 0.09364, 0.34941)
F (-0.04702, -0.07394, 1.71160)
Cl (-0.10516, 2.02743, 0.25837)

The SMILES is OCC(F)(Cl)CO. The LUMO energy comes out at 0.6 eV. As for the max |F|: 3.50 eV/A. Its frontier orbital gap is 0.424 Ha. The energy relative to the best compared isomer or geometry (same formula, charge and spin) comes out at 0.197 eV.

Want to see where the charge sits? The Löwdin charges in e are:
1. C -0.25
2. C -0.83
3. C -0.26
4. H 0.05
5. H 0.12
6. H 0.14
7. H 0.16
8. H 0.13
9. H 0.03
10. O -0.01
11. O -0.04
12. F 0.03
13. Cl 0.72

(2)
Entry from OMol25: a cluster of 6 separate species, C17H12BrCl15F9NO2S in total (wB97M-V/def2-TZVPD).

CARTESIAN COORDINATES (ANGSTROEM)
O (4.33301, -1.55663, -0.46672)
C (4.55386, -1.31659, -1.62461)
N (5.43804, -2.00238, -2.46126)
C (5.62686, -1.33088, -3.68999)
O (6.45949, -1.62160, -4.50560)
C (4.58297, -0.25690, -3.71325)
C (4.19309, 0.62945, -4.69269)
Br (5.03417, 0.67642, -6.37486)
C (3.14730, 1.50409, -4.42221)
C (2.50378, 1.49168, -3.18314)
C (1.35235, 2.43633, -2.92040)
C (0.05817, 1.77611, -2.43488)
C (-0.45626, 0.67039, -3.33489)
F (-0.26462, 1.04708, -4.63788)
F (0.20654, -0.49391, -3.17608)
C (-2.00069, 0.42263, -3.25374)
F (-2.38306, -0.20349, -4.37174)
F (-2.64180, 1.59313, -3.20699)
S (-2.61045, -0.67142, -1.81893)
F (-3.97196, -0.92440, -2.58782)
F (-3.27954, 0.57611, -1.08229)
F (-1.27899, -0.40238, -0.98490)
F (-1.95357, -1.93024, -2.50623)
F (-3.11631, -1.59739, -0.65031)
C (2.90863, 0.60258, -2.19051)
C (3.94345, -0.25529, -2.47712)
H (6.22820, -2.46864, -2.03699)
H (2.80733, 2.20377, -5.17488)
H (1.15836, 3.03181, -3.81018)
H (1.64699, 3.10779, -2.11021)
H (-0.70164, 2.55721, -2.38981)
H (0.15741, 1.40284, -1.41688)
H (2.42457, 0.58348, -1.22188)
C (3.17263, -5.94164, -1.39518)
Cl (3.65759, -4.35248, -0.81154)
Cl (2.65465, -5.85863, -3.08112)
Cl (4.47794, -7.11449, -1.19851)
H (2.33147, -6.27908, -0.80489)
C (-1.03724, 5.18242, 0.13792)
Cl (0.52048, 4.73246, -0.57357)
Cl (-1.68734, 6.62312, -0.63483)
Cl (-2.16510, 3.83160, 0.02823)
H (-0.87548, 5.40186, 1.18494)
C (-3.54753, 2.04931, 3.67107)
Cl (-3.75490, 1.44681, 2.02984)
Cl (-3.52155, 3.81390, 3.69697)
Cl (-4.81263, 1.42797, 4.73321)
H (-2.59535, 1.69484, 4.04224)
C (-6.08610, -0.02923, 8.41635)
Cl (-7.56368, -0.93695, 8.09258)
Cl (-6.43914, 1.43962, 9.32730)
Cl (-4.90313, -1.02677, 9.25799)
H (-5.65743, 0.26155, 7.46703)
C (-1.23647, -3.18459, 8.17370)
Cl (0.23686, -3.26058, 9.13866)
Cl (-2.57691, -3.96982, 9.00975)
Cl (-1.63722, -1.51397, 7.77214)
H (-1.06007, -3.71799, 7.24956)

The SMILES is O=C1NC(=O)c2c(Br)cc(CCC(F)(F)C(F)(F)S(F)(F)(F)(F)F)cc21.ClC(Cl)Cl.ClC(Cl)Cl.ClC(Cl)Cl.ClC(Cl)Cl.ClC(Cl)Cl. The LUMO energy comes out at -0.6 eV. As for the max |F|: 0.80 eV/A. Its frontier orbital gap is 0.336 Ha.

Want to see where the charge sits? The Löwdin charges in e are:
1. O 0.06
2. C -0.42
3. N 0.18
4. C -0.38
5. O 0.11
6. C -0.12
7. C -0.60
8. Br 0.82
9. C -0.05
10. C -0.19
11. C -0.14
12. C -0.10
13. C -0.44
14. F 0.12
15. F 0.13
16. C -0.43
17. F 0.13
18. F 0.13
19. S 0.78
20. F -0.12
21. F -0.18
22. F -0.14
23. F -0.11
24. F -0.11
25. C 0.06
26. C -0.07
27. H 0.16
28. H 0.12
29. H 0.12
30. H 0.06
31. H 0.10
32. H 0.12
33. H 0.14
34. C -1.55
35. Cl 0.59
36. Cl 0.52
37. Cl 0.52
38. H 0.01
39. C -1.52
40. Cl 0.58
41. Cl 0.55
42. Cl 0.53
43. H 0.01
44. C -1.55
45. Cl 0.53
46. Cl 0.52
47. Cl 0.53
48. H 0.01
49. C -1.56
50. Cl 0.53
51. Cl 0.53
52. Cl 0.51
53. H -0.03
54. C -1.56
55. Cl 0.53
56. Cl 0.52
57. Cl 0.50
58. H 0.01

(3)
Entry from OMol25: a cluster of 3 separate species, C7H8N3 in total at a distorted geometry (wB97M-V/def2-TZVPD).

CARTESIAN COORDINATES (ANGSTROEM)
C (-2.50012, 1.64084, 0.98482)
C (-1.24724, 1.91032, 1.51528)
C (-2.59411, 0.82137, -0.17282)
C (-0.22315, 1.06640, 1.23894)
C (-1.48126, 0.13979, -0.66224)
C (-0.34286, 0.38339, 0.13259)
C (2.01955, -0.92583, -1.50638)
N (5.82517, -3.73164, -2.40892)
N (4.80187, -3.82201, -2.00749)
N (2.05909, -2.23637, -1.33915)
H (-3.31464, 2.13349, 1.39555)
H (-1.30281, 2.66094, 2.28305)
H (-3.47316, 0.52109, -0.66911)
H (0.62034, 1.20180, 1.80659)
H (-1.47994, -0.56969, -1.37901)
H (2.73306, -0.51269, -2.09277)
H (2.81118, -2.79129, -1.67965)
H (1.35053, -2.66590, -0.68245)

The LUMO energy (spin up / spin down) comes out at -6.7 / -5.6 eV. As for the max |F|: 5.72 eV/A. Its frontier orbital gap (spin up / spin down) is 0.229 / 0.300 Ha. As for the total charge: +1. The energy relative to the best compared isomer or geometry (same formula, charge and spin) comes out at 4.142 eV.

Want to see where the charge sits? The Löwdin charges in e are:
1. C -0.01
2. C -0.05
3. C -0.02
4. C -0.08
5. C -0.03
6. C 0.15
7. C 0.15
8. N 0.07
9. N 0.02
10. N 0.08
11. H 0.10
12. H 0.13
13. H 0.11
14. H 0.11
15. H 0.08
16. H 0.01
17. H 0.03
18. H 0.15

(4)
Entry from OMol25: a structure of composition C45H60N4O3PS3Si4TeTl at a distorted geometry (wB97M-V/def2-TZVPD).

CARTESIAN COORDINATES (ANGSTROEM)
Tl (-0.88734, 0.39174, -0.67540)
C (3.48036, -2.39497, -0.54325)
O (2.84386, -2.82959, -1.75505)
C (1.57158, -2.42811, -1.90686)
O (0.93979, -1.79423, -1.08056)
N (1.06815, -2.87246, -3.07641)
N (-0.25554, -2.65656, -3.45771)
H (4.45318, -2.87823, -0.53267)
H (2.89472, -2.68577, 0.32770)
H (3.57808, -1.31095, -0.53122)
H (1.63406, -3.40404, -3.71023)
H (-0.83080, -2.67638, -2.62005)
H (-0.34940, -1.72814, -3.85284)
S (2.61630, 4.58296, -2.23558)
C (3.76978, 5.71969, -2.79892)
C (3.95619, 5.62473, -4.14191)
C (3.15492, 4.62076, -4.73440)
C (2.36288, 3.95196, -3.83749)
C (1.38786, 2.90146, -4.07550)
C (0.68625, 2.30344, -3.00549)
N (-0.28220, 1.43775, -3.12969)
C (-0.68975, 1.05199, -4.37295)
C (0.06601, 1.47807, -5.50931)
C (-0.27291, 0.95529, -6.79018)
C (-1.28122, 0.06962, -6.93173)
C (-2.09371, -0.34156, -5.82498)
C (-3.06625, -1.32555, -5.97925)
C (-3.74806, -1.81162, -4.83448)
C (-3.60288, -1.13777, -3.66483)
N (-2.77977, -0.02069, -3.51944)
C (-1.82954, 0.23357, -4.55421)
C (-4.54923, -3.03321, -4.86650)
C (-4.86590, -3.85972, -3.82536)
C (-5.65920, -4.96924, -4.20805)
C (-5.92799, -4.98833, -5.53955)
S (-5.22308, -3.64289, -6.34392)
C (1.08293, 2.41371, -5.33589)
H (4.24176, 6.38951, -2.09885)
H (4.64103, 6.24995, -4.69664)
H (3.15840, 4.40608, -5.79364)
H (0.96512, 2.54830, -1.98115)
H (0.30385, 1.28332, -7.64758)
H (-1.51344, -0.34383, -7.90591)
H (-3.23023, -1.78525, -6.94473)
H (-4.14432, -1.40084, -2.76681)
H (-4.52653, -3.69337, -2.81170)
H (-6.00195, -5.72588, -3.51702)
H (-6.50569, -5.70360, -6.10184)
H (1.63170, 2.75464, -6.20614)
O (-2.32355, 2.59780, 0.35461)
H (-3.08290, 2.16784, -0.10250)
H (-2.08551, 3.34705, -0.20173)
S (-4.26879, 0.75116, -1.47984)
C (-2.92882, 0.85177, -2.48042)
C (1.29284, 3.77936, 5.97647)
Si (0.67859, 2.57651, 4.63577)
C (-0.77554, 3.41446, 3.75932)
C (-0.00619, 1.06050, 5.54948)
Si (2.39197, 1.96156, 3.17665)
Te (1.69999, 0.48880, 1.31130)
Si (3.89228, 0.54142, 4.28530)
C (5.39953, 0.24476, 3.16719)
C (3.12305, -1.16197, 4.62190)
C (4.55886, 1.13888, 5.96561)
Si (3.47896, 3.85514, 2.33939)
C (4.58385, 3.40057, 0.86904)
C (4.61377, 4.71675, 3.60092)
C (2.23754, 5.14524, 1.70625)
H (0.51184, 4.00445, 6.70673)
H (1.61801, 4.72455, 5.53398)
H (2.14536, 3.36060, 6.51724)
H (-1.55690, 3.71597, 4.46137)
H (-1.22442, 2.74864, 3.01852)
H (-0.44347, 4.30819, 3.22544)
H (-0.87247, 1.30977, 6.16681)
H (0.75494, 0.62269, 6.20049)
H (-0.30965, 0.28920, 4.83751)
H (5.06552, 0.08568, 2.13905)
H (5.98149, -0.62886, 3.47041)
H (6.06633, 1.11163, 3.16801)
H (2.61089, -1.52399, 3.72800)
H (2.38185, -1.10861, 5.42337)
H (3.87477, -1.90232, 4.90775)
H (5.03255, 2.11974, 5.87591)
H (5.29740, 0.44522, 6.37520)
H (3.74672, 1.22821, 6.69161)
H (5.44051, 2.80571, 1.19471)
H (4.95978, 4.28359, 0.34468)
H (4.02348, 2.80062, 0.14923)
H (5.38284, 4.02531, 3.95399)
H (4.05171, 5.05935, 4.47314)
H (5.11824, 5.58318, 3.16585)
H (1.54371, 4.67859, 1.00235)
H (2.73516, 5.96805, 1.18573)
H (1.64739, 5.57193, 2.52068)
C (-2.85275, -0.93549, 1.92366)
P (-2.38821, -2.16781, 0.62716)
C (-3.98206, -3.04407, 0.36699)
C (-4.00696, -4.41748, 0.11471)
C (-5.19431, -5.05478, -0.21110)
C (-6.37216, -4.32837, -0.31373)
C (-6.35523, -2.96099, -0.08090)
C (-5.17071, -2.32253, 0.25745)
C (-1.51243, -3.34931, 1.73350)
C (-2.16110, -4.11268, 2.70274)
C (-1.43571, -4.95663, 3.52836)
C (-0.05518, -5.04259, 3.40069)
C (0.59890, -4.27688, 2.44807)
C (-0.12723, -3.43520, 1.61648)
H (-3.48408, -1.39170, 2.68674)
H (-3.36380, -0.08590, 1.46773)
H (-1.92696, -0.57324, 2.37537)
H (-3.08908, -4.98914, 0.18340)
H (-5.20014, -6.12299, -0.39404)
H (-7.29662, -4.82142, -0.58803)
H (-7.26854, -2.38611, -0.17058)
H (-5.16353, -1.25324, 0.41478)
H (-3.23789, -4.05335, 2.80778)
H (-1.94456, -5.54900, 4.27951)
H (0.51027, -5.70109, 4.04848)
H (1.67655, -4.33629, 2.35532)
H (0.36817, -2.82222, 0.87321)

The LUMO energy (spin up / spin down) comes out at 1.8 / 1.1 eV. As for the max |F|: 1.48 eV/A. Its frontier orbital gap (spin up / spin down) is 0.198 / 0.171 Ha. As for the total charge: -1. The energy relative to the best compared isomer or geometry (same formula, charge and spin) comes out at 0.000 eV. Its spin multiplicity is 2. The expectation value of S² is 0.80.

Results of the Löwdin charge analysis, in e, for atoms 1 through 99:
1. Tl 0.58
2. C -0.06
3. O -0.03
4. C -0.57
5. O -0.11
6. N 0.00
7. N 0.07
8. H 0.09
9. H 0.07
10. H 0.05
11. H 0.14
12. H 0.08
13. H 0.06
14. S 1.06
15. C -0.41
16. C -0.20
17. C -0.13
18. C -0.46
19. C -0.20
20. C -0.11
21. N 0.04
22. C -0.15
23. C -0.14
24. C -0.04
25. C -0.03
26. C -0.16
27. C 0.00
28. C -0.22
29. C -0.04
30. N -0.12
31. C -0.08
32. C -0.47
33. C -0.11
34. C -0.19
35. C -0.43
36. S 1.03
37. C 0.04
38. H 0.06
39. H 0.10
40. H 0.10
41. H 0.08
42. H 0.11
43. H 0.11
44. H 0.09
45. H 0.07
46. H 0.10
47. H 0.10
48. H 0.06
49. H 0.12
50. O -0.19
51. H -0.09
52. H 0.04
53. S 0.54
54. C -0.74
55. C -0.22
56. Si 0.33
57. C -0.21
58. C -0.22
59. Si -0.07
60. Te 0.30
61. Si 0.31
62. C -0.23
63. C -0.23
64. C -0.23
65. Si 0.33
66. C -0.24
67. C -0.22
68. C -0.23
69. H 0.02
70. H 0.01
71. H 0.01
72. H 0.03
73. H 0.01
74. H 0.01
75. H 0.02
76. H 0.01
77. H 0.02
78. H 0.00
79. H 0.02
80. H 0.01
81. H -0.02
82. H 0.01
83. H 0.02
84. H 0.01
85. H 0.02
86. H 0.01
87. H 0.01
88. H 0.02
89. H -0.01
90. H 0.01
91. H 0.01
92. H 0.02
93. H 0.02
94. H 0.02
95. H 0.01
96. C -0.27
97. P 0.95
98. C -0.39
99. C -0.12

Q: Among the records above, which one has the highest max |F|?
A: C7H8N3

Q: Which of these has the lowest max |F|?
A: C17H12BrCl15F9NO2S